Entry from the OMol25 dataset: a structure of composition C25H20CeI3N2O3 (the ωB97M-V functional and the def2-TZVPD basis).

Positions of all 54 atoms, in Å:
Ce: 0.018 0.642 -0.652
I: 6.642 4.876 4.166
I: -0.298 -5.801 4.269
I: -2.211 0.000 3.762
O: -0.240 -0.497 1.360
O: 0.546 2.415 0.771
O: 2.122 1.021 0.010
N: -0.128 -2.005 -1.156
N: -2.552 -0.348 -1.097
C: -4.883 -1.221 -2.379
C: 0.085 2.763 -2.651
C: 0.580 -2.824 -0.171
C: 4.126 2.192 1.589
C: -0.192 -4.076 1.888
C: -0.959 1.878 -3.022
C: -0.578 -1.669 1.817
C: -1.722 -3.075 3.458
C: -3.771 -2.066 -2.264
C: -0.819 -4.149 3.122
C: -4.803 0.068 -1.839
C: -0.336 0.652 -3.447
C: 2.848 2.768 1.502
C: -3.648 0.409 -1.093
C: 1.046 0.747 -3.254
C: -1.460 -2.487 -1.599
C: 1.785 2.058 0.677
C: 4.909 3.972 3.034
C: 3.667 4.556 2.992
C: 2.644 3.985 2.237
C: 5.142 2.744 2.365
C: -2.621 -1.576 -1.665
C: -1.513 -1.775 2.867
C: -0.118 -2.848 1.242
C: 1.293 2.087 -2.762
H: 0.029 3.783 -2.181
H: 0.660 -3.877 -0.525
H: -0.841 -0.212 -3.917
H: 2.267 2.481 -2.458
H: -5.730 -1.522 -2.986
H: -2.002 2.218 -3.019
H: -5.638 0.746 -1.993
H: 1.579 -2.402 -0.103
H: 3.546 5.490 3.541
H: -3.627 1.350 -0.579
H: -3.830 -3.126 -2.584
H: -1.789 -3.248 -0.884
H: -1.361 -2.949 -2.585
H: 1.882 0.019 -3.337
H: 0.107 -4.980 1.322
H: 0.440 -1.935 -2.016
H: 1.659 4.507 2.407
H: 4.312 1.206 1.168
H: -2.424 -3.299 4.265
H: 6.162 2.335 2.387

## Properties
- ΔE to the lowest compared entry with this formula, charge and spin: 16.64 kcal per mole
- Gap between HOMO and LUMO (alpha / beta): 7.541 / 7.546 eV
- 2S+1: 2
- <S²>: 0.75

Charges per atom according to Löwdin partitioning, unit e: Ce 1.3376; I 0.6846; I 0.8439; I 0.8816; O -0.2796; O -0.1031; O -0.1338; N -0.1207; N 0.0630; C -0.0457; C -0.1874; C -0.1201; C -0.0204; C -0.1729; C -0.1998; C -0.4655; C -0.1521; C -0.0173; C -0.7673; C -0.0353; C -0.2290; C -0.0838; C -0.0973; C -0.2031; C -0.1291; C -0.5168; C -0.5795; C -0.1600; C 0.0037; C -0.1304; C -0.2621; C -0.6104; C -0.1458; C -0.1958; H 0.1324; H 0.1251; H 0.1123; H 0.1158; H 0.1099; H 0.1038; H 0.1059; H 0.1268; H 0.0988; H 0.1167; H 0.1329; H 0.1437; H 0.1351; H 0.1195; H 0.1067; H 0.1210; H 0.1383; H 0.1219; H 0.0888; H 0.0943

Entry from the OMol25 dataset: a structure of composition C29H42N5P2S2V (the ωB97M-V functional and the def2-TZVPD basis).

Positions of all 81 atoms, in Å:
V: 0.479 -0.166 -0.055
S: 2.609 0.680 -0.643
S: -5.275 -2.942 1.965
P: 1.427 -2.339 -0.756
P: -0.150 -0.057 -2.424
N: -1.366 -0.976 0.509
N: 1.017 3.407 -1.366
N: -3.536 -4.929 5.697
N: -0.187 1.782 0.600
N: 1.070 -0.564 2.051
C: 3.153 2.251 -1.317
C: 0.645 -1.503 -3.301
C: 0.542 2.524 1.677
C: 2.172 5.650 -2.518
C: -4.609 -3.719 3.427
C: -1.917 -2.051 -0.110
C: -4.137 -3.736 5.764
C: 3.227 -2.492 -1.048
C: 0.356 1.247 -3.605
C: 4.502 2.325 -1.564
C: 0.720 1.734 2.966
C: -1.175 4.414 -1.300
C: -3.781 -2.165 1.388
C: 5.123 3.466 -2.120
C: 0.790 -2.771 -2.446
C: 2.985 4.538 -2.202
C: 4.378 4.554 -2.446
C: 2.361 3.405 -1.627
C: -4.690 -3.093 4.663
C: -2.059 -0.514 1.570
C: 0.292 4.460 -1.652
C: 0.841 5.622 -2.253
C: -3.487 -5.526 4.500
C: -3.240 -1.064 2.030
C: -3.103 -2.647 0.280
C: 1.136 -3.890 0.178
C: -4.009 -4.967 3.342
C: -1.917 -0.261 -2.924
C: 1.672 0.551 2.859
H: -3.952 -5.494 2.396
H: 0.091 -3.985 0.479
H: -4.184 -3.272 6.745
H: -0.252 1.392 3.348
H: 1.750 -3.905 1.080
H: -1.639 0.341 2.078
H: 1.113 2.414 3.723
H: 1.479 -3.478 -2.906
H: 2.629 6.525 -2.973
H: -0.165 -3.293 -2.358
H: -1.327 4.711 -0.259
H: -2.280 -1.276 -2.745
H: 1.632 -1.148 -3.606
H: 1.932 0.192 3.852
H: -2.543 0.425 -2.350
H: -3.729 -0.629 2.893
H: 1.523 2.765 1.280
H: 0.279 -0.924 2.576
H: 1.730 -1.326 2.017
H: 0.085 -1.700 -4.214
H: 1.401 1.512 -3.439
H: -5.182 -2.133 4.772
H: 4.831 5.437 -2.883
H: -3.479 -3.504 -0.267
H: -0.254 2.144 -3.485
H: 3.778 -2.245 -0.141
H: 1.409 -4.753 -0.430
H: 0.231 0.864 -4.619
H: 2.585 0.856 2.358
H: 3.539 -1.785 -1.810
H: -3.009 -6.501 4.465
H: 0.031 2.292 -0.257
H: -1.569 3.405 -1.423
H: 5.107 1.458 -1.324
H: 0.043 3.470 1.888
H: 3.470 -3.512 -1.356
H: 6.193 3.461 -2.293
H: 0.201 6.466 -2.486
H: -1.183 1.894 0.748
H: -2.038 -0.044 -3.987
H: -1.374 -2.450 -0.951
H: -1.759 5.092 -1.922

## Properties
- ΔE to the lowest compared entry with this formula, charge and spin: 0.00 kcal per mole
- Gap between HOMO and LUMO (alpha / beta): 6.455 / 5.729 eV
- 2S+1: 2
- Charge: +1
- <S²>: 0.76

Charges per atom according to Löwdin partitioning, unit e: V 0.1007; S 0.6534; S 1.0070; P 0.7685; P 0.7994; N -0.0497; N 0.1091; N 0.0711; N -0.0742; N -0.0441; C -0.5237; C -0.3824; C -0.2196; C 0.0016; C -0.5241; C -0.1330; C -0.1301; C -0.2865; C -0.2490; C -0.1222; C -0.1820; C -0.0249; C -0.4987; C -0.0668; C -0.3858; C -0.1527; C -0.0364; C -0.2170; C -0.0850; C -0.1165; C -0.3153; C -0.0105; C -0.1295; C -0.0434; C -0.0451; C -0.2479; C -0.0800; C -0.2521; C -0.2163; H 0.1078; H 0.0288; H 0.1116; H 0.1046; H 0.0454; H 0.0875; H 0.1211; H 0.0861; H 0.1248; H 0.0705; H 0.0856; H 0.0318; H 0.0815; H 0.1154; H 0.0402; H 0.1186; H 0.1003; H 0.0836; H 0.0746; H 0.0861; H 0.0333; H 0.1066; H 0.1177; H 0.1206; H 0.0401; H 0.0412; H 0.0507; H 0.0540; H 0.0958; H 0.0203; H 0.1109; H 0.0030; H 0.0648; H 0.0946; H 0.1147; H 0.0518; H 0.1108; H 0.1167; H 0.0808; H 0.0479; H 0.0689; H 0.0826

Entry from the OMol25 dataset: a structure of composition C5H21AgN6O7 (the ωB97M-V functional and the def2-TZVPD basis).

Positions of all 40 atoms, in Å:
Ag: -0.079 0.685 0.516
O: 0.110 -3.192 4.498
O: 4.066 0.165 -0.151
O: -1.716 3.449 -5.064
O: -3.565 1.643 2.068
O: -3.237 -1.724 -2.350
O: 0.170 4.981 0.814
O: 0.961 1.525 4.172
N: -5.191 -2.760 -2.025
N: 6.100 0.646 -0.572
N: 4.749 2.208 0.321
N: -4.519 -2.313 -4.006
N: -2.251 4.180 -2.989
N: -0.249 4.111 -3.581
C: -4.229 -2.257 -2.780
C: 0.822 -4.140 3.706
C: -1.418 3.911 -3.967
C: 4.907 0.977 -0.188
C: 1.439 -5.248 4.495
H: 0.308 -2.281 4.266
H: 1.772 -6.073 3.864
H: -3.802 0.696 2.012
H: 0.862 -5.620 5.341
H: 6.765 1.341 -0.881
H: 6.363 -0.293 -0.310
H: 1.919 1.714 4.199
H: 5.511 2.866 0.402
H: 2.368 -4.858 4.910
H: -3.920 -2.093 -4.789
H: -1.794 4.496 -2.145
H: 0.612 5.848 0.904
H: -5.847 -3.385 -2.472
H: 0.364 3.571 -4.176
H: -3.243 3.993 -3.023
H: 3.860 2.355 0.778
H: -0.068 4.212 -2.593
H: 1.580 -3.687 3.067
H: 0.173 -4.531 2.923
H: -5.477 -2.598 -4.153
H: -5.175 -2.519 -1.045

## Properties
- Gap between HOMO and LUMO: 3.913 eV
- 2S+1: 1
- Charge: -2

Charges per atom according to Löwdin partitioning, unit e: Ag 0.6703; O -0.0647; O 0.0652; O -0.0198; O -0.6038; O 0.0513; O -0.6676; O -0.6114; N 0.1502; N 0.1378; N 0.1723; N 0.1627; N 0.1744; N 0.1668; C -0.8270; C -0.3473; C -0.8393; C -0.8259; C -0.1093; H 0.0882; H 0.0655; H -0.2240; H 0.0712; H 0.0985; H 0.1139; H -0.2150; H 0.0978; H 0.0667; H 0.1308; H 0.1062; H -0.2421; H 0.0965; H 0.1248; H 0.1179; H 0.1217; H 0.1097; H 0.1100; H 0.0969; H 0.1048; H 0.1251

Entry from the OMol25 dataset: a cluster of 8 separate species, C66H147N7O in total (the ωB97M-V functional and the def2-TZVPD basis).

Positions of all 221 atoms, in Å:
O: -1.193 1.478 0.760
N: -4.884 -0.020 1.282
N: -1.618 3.072 -3.105
N: -1.690 -7.183 -4.193
N: -1.150 4.074 3.411
N: 5.617 7.054 -2.957
N: 4.232 2.663 3.566
N: -2.248 -8.043 2.190
C: -1.352 -3.007 3.258
C: 4.973 5.089 -1.372
C: 6.082 7.871 -1.767
C: -0.136 2.774 -2.934
C: -6.407 0.076 1.118
C: 6.461 9.264 -2.307
C: -1.927 3.591 -4.512
C: -2.182 4.397 2.350
C: 1.214 -4.549 0.659
C: -1.580 5.598 1.600
C: 3.983 -0.591 -0.315
C: -4.602 -1.284 2.033
C: -5.259 0.915 -0.892
C: 2.723 3.845 -1.325
C: -2.603 -8.064 -3.352
C: 4.976 8.095 -3.866
C: -1.007 -6.147 -3.298
C: 4.909 -0.077 0.797
C: 0.377 1.830 -4.039
C: 6.804 6.420 -3.662
C: -3.756 -7.500 -5.421
C: -3.191 -8.974 1.496
C: 1.851 1.409 -3.974
C: 4.131 0.862 1.736
C: -0.065 -5.135 -3.995
C: -2.880 -2.876 3.079
C: -3.119 -1.666 2.176
C: -2.537 -10.325 1.385
C: -1.939 4.275 -2.219
C: -0.339 -0.497 -0.388
C: 3.238 2.024 4.512
C: -3.096 4.510 -4.337
C: -2.663 0.979 5.362
C: -4.383 -0.076 -0.164
C: 0.640 -4.278 -2.957
C: -4.342 1.153 2.019
C: -2.403 2.425 4.912
C: 5.230 3.372 4.506
C: -1.544 -8.958 3.165
C: 3.503 3.686 2.696
C: 0.135 -5.575 0.395
C: -1.479 -10.346 2.501
C: -2.468 1.854 -2.772
C: -1.284 5.075 4.554
C: 0.137 4.208 2.618
C: 2.316 0.745 -5.272
C: 5.941 9.313 -3.753
C: 4.053 1.659 5.749
C: -2.677 5.285 -3.108
C: 4.970 2.865 5.931
C: 4.269 3.728 -1.386
C: -0.515 -6.184 1.615
C: -3.877 -8.339 -4.128
C: -3.069 -7.013 2.946
C: -3.914 0.887 6.234
C: -1.324 -7.414 1.172
C: -6.641 0.798 -0.212
C: -0.081 5.471 1.826
C: -0.142 0.583 0.691
C: 5.006 1.672 2.683
C: -1.245 2.637 3.982
C: -2.656 -6.490 -5.173
C: 4.614 6.001 -2.556
C: 0.462 -0.037 1.962
C: 1.473 -3.207 -3.639
C: -0.729 -8.096 -4.949
H: 2.167 -3.627 -4.367
H: -7.376 0.291 -0.826
H: -0.100 -3.736 -2.360
H: 4.190 3.996 1.917
H: 2.759 1.185 4.013
H: -1.197 6.067 4.115
H: -1.928 6.582 1.908
H: 4.279 5.485 -3.461
H: 0.843 -3.696 1.223
H: 3.082 -1.093 0.041
H: -2.588 3.869 -1.443
H: 2.045 0.717 -3.152
H: 4.530 0.686 5.606
H: 0.426 3.693 -2.816
H: -3.347 -2.773 4.062
H: -2.305 3.486 1.760
H: -3.177 4.587 2.753
H: -2.427 1.154 -3.604
H: -6.779 -0.945 1.056
H: -2.888 -7.418 -2.515
H: -3.988 -9.397 -4.365
H: -6.875 0.549 1.977
H: 0.626 -5.667 -4.647
H: -3.990 1.732 6.924
H: 0.462 5.398 0.881
H: 1.703 -4.248 -0.267
H: -1.148 -5.488 2.156
H: 4.780 5.696 -0.482
H: -2.142 -6.288 -6.111
H: 5.951 9.961 -1.649
H: -3.280 0.963 2.175
H: -4.808 1.008 5.618
H: -0.455 4.851 5.216
H: -6.912 1.834 -0.015
H: 0.315 -6.583 2.206
H: -2.525 3.133 5.733
H: 0.258 2.214 -5.054
H: 1.094 -0.915 1.815
H: -1.054 4.218 -4.714
H: 5.323 10.183 -3.975
H: -1.085 -3.960 3.709
H: 4.524 3.256 -2.340
H: -2.038 -7.056 0.424
H: -0.363 -6.752 -2.655
H: 2.554 2.245 -3.908
H: -3.460 5.872 -2.630
H: 3.462 0.124 2.189
H: 6.055 4.935 -1.325
H: -0.190 -8.687 -4.217
H: 4.945 4.416 4.389
H: 5.163 7.972 -1.186
H: 1.762 -0.171 -5.500
H: 3.470 1.514 1.162
H: 7.520 7.189 -3.918
H: -2.045 -8.871 -2.883
H: 7.537 9.384 -2.211
H: 0.547 -6.382 -0.221
H: 3.683 6.527 -2.325
H: -1.849 5.530 0.546
H: -0.092 -7.387 -5.473
H: -1.413 2.117 3.032
H: -3.246 2.819 4.316
H: -5.134 -2.087 1.527
H: -5.428 0.713 -1.950
H: -1.632 -11.119 3.251
H: -0.608 -8.448 3.404
H: 2.670 3.130 2.264
H: -0.268 -0.366 2.711
H: -0.582 -5.052 -0.256
H: 4.442 3.566 6.577
H: 0.787 -2.505 -4.126
H: 6.621 9.286 -4.602
H: 5.707 0.507 0.321
H: 4.854 7.572 -4.812
H: 2.530 2.817 4.754
H: -2.755 -1.953 1.184
H: -1.781 0.704 5.945
H: 4.712 3.039 -0.667
H: -4.814 1.269 2.990
H: -1.288 -8.668 -5.683
H: -3.216 -3.841 2.696
H: 5.493 -0.860 1.279
H: -2.140 -10.653 0.426
H: -3.352 -6.263 2.209
H: -0.931 -2.904 2.258
H: 0.347 6.326 2.349
H: 1.339 -4.846 -2.341
H: -2.291 5.017 4.947
H: -2.362 -6.461 3.566
H: -3.281 -11.080 1.642
H: 0.487 -1.207 -0.521
H: 2.155 2.947 -1.096
H: 2.313 1.373 -6.163
H: -2.810 0.290 4.528
H: -4.682 -6.977 -5.649
H: 3.617 0.250 -0.913
H: -4.745 -8.099 -3.518
H: -0.964 -2.215 3.897
H: -3.783 -7.570 3.537
H: -1.843 -5.728 -2.745
H: 3.096 4.383 3.422
H: 2.031 -5.048 1.190
H: -2.934 -5.535 -4.727
H: -4.888 1.939 -0.848
H: 6.332 5.831 -4.448
H: 4.554 -1.207 -1.009
H: 2.427 4.736 -0.763
H: -3.470 2.274 -2.764
H: -3.381 -8.037 -6.289
H: -3.548 -8.521 0.567
H: -0.655 -8.124 0.688
H: 2.390 4.110 -2.334
H: 1.030 0.719 2.517
H: -4.450 1.994 1.338
H: -1.976 2.813 -5.267
H: -4.581 -1.086 -0.527
H: -2.046 -9.011 4.131
H: 0.205 3.302 2.007
H: 5.749 2.287 2.176
H: 5.889 2.632 6.465
H: -1.178 -1.178 -0.158
H: 4.000 8.369 -3.467
H: -0.763 -4.575 -4.625
H: 7.186 5.644 -3.001
H: -1.057 4.727 -1.780
H: 2.043 -2.549 -2.979
H: -0.215 0.916 -3.943
H: 3.428 1.442 6.615
H: -4.132 -9.057 2.042
H: 6.832 7.362 -1.169
H: -3.299 0.042 -0.178
H: -3.243 5.237 -5.132
H: -3.924 -0.008 6.850
H: 1.008 4.223 3.273
H: -0.259 2.378 4.369
H: -1.953 6.064 -3.372
H: -0.565 -0.097 -1.381
H: -0.506 -10.600 2.079
H: -4.011 3.988 -4.045
H: -2.107 1.357 -1.875
H: 6.241 3.255 4.126
H: -4.893 -1.225 3.084
H: -2.509 -0.829 2.514
H: 5.538 1.139 3.472
H: 0.720 1.101 0.208
H: 0.008 2.204 -2.013
H: 3.342 0.379 -5.185

## Properties
- ΔE to the lowest compared entry with this formula, charge and spin: 6.15 kcal per mole
- Gap between HOMO and LUMO: 7.719 eV
- 2S+1: 1
- Charge: +6

Here are the Löwdin charges for atoms 1 to 99, given in e: O -0.2953; N -0.2452; N -0.2259; N -0.2587; N -0.2391; N -0.2873; N -0.2596; N -0.2662; C -0.0956; C -0.1819; C -0.0965; C -0.1173; C -0.0651; C -0.1057; C -0.0927; C -0.0904; C -0.0852; C -0.1189; C -0.0922; C -0.1138; C -0.1640; C -0.0951; C -0.1139; C -0.0754; C -0.1241; C -0.2325; C -0.1693; C 0.0694; C -0.1201; C -0.1267; C -0.2490; C -0.1907; C -0.1655; C -0.2228; C -0.1926; C -0.1290; C -0.0871; C -0.0794; C -0.1027; C -0.1362; C -0.2347; C -0.0830; C -0.2676; C 0.0248; C -0.1995; C -0.0586; C -0.0736; C 0.0252; C -0.2780; C -0.1111; C 0.0370; C 0.0665; C -0.1160; C -0.0996; C -0.1136; C -0.1387; C -0.1486; C -0.1118; C -0.2211; C -0.1717; C -0.1147; C 0.0434; C -0.0836; C -0.1070; C -0.1101; C -0.1474; C -0.6385; C -0.0791; C -0.1065; C -0.0962; C -0.1382; C -0.0607; C -0.1017; C 0.0704; H 0.0907; H 0.1292; H 0.1072; H 0.1090; H 0.1144; H 0.1083; H 0.1275; H 0.1386; H 0.0552; H 0.0577; H 0.1223; H 0.0989; H 0.1252; H 0.1040; H 0.1200; H 0.1041; H 0.1391; H 0.1100; H 0.1315; H 0.1106; H 0.1287; H 0.1448; H 0.1207; H 0.0866; H 0.1052